A 10-piece molecular cluster, C15H48F6N12O9P overall. Source: the Open Molecules 2025 dataset; level of theory: wB97M-V/def2-TZVPD.

Calculated values
Relative energy (zero: lowest compared OMol25 entry of this formula, charge and spin) in kcal per mole: 0.0
Kohn-Sham gap (spin up / spin down) in eV: 7.5 / 1.8
<S²>: 0.754
DFT total energy in hartree: -2875.2832

Geometry as ORCA input:
```
! RIJCOSX wB97M-V def2-TZVPD def2/J DEFGRID3
* xyz 0 2
P 0.8659 -0.5176 -0.3283
F 0.7910 -2.1098 -0.2925
F 0.1524 -0.2722 1.1011
F 2.2557 -0.5803 0.5545
F 0.9577 1.0754 -0.3123
F 1.6316 -0.6089 -1.7608
F -0.6771 -0.4758 -0.9046
C 3.9177 2.4094 -1.5507
O 4.9070 3.1671 -1.6622
N 2.9129 2.7973 -0.7624
N 3.7150 1.2476 -2.1198
H 2.9543 3.6308 -0.1935
H 2.1392 2.1489 -0.7934
H 4.5373 0.9339 -2.6153
H 3.0084 0.5928 -1.8165
C 3.8791 -3.4325 -1.7232
O 3.6265 -2.7696 -2.7196
N 3.4633 -3.1394 -0.5238
N 4.5891 -4.5367 -1.8379
H 2.8121 -2.3675 -0.5115
H 3.7195 -3.7434 0.2441
H 4.8929 -4.8755 -2.7396
H 4.6284 -5.1460 -1.0334
C -1.3108 4.5718 -0.3177
O -2.4699 4.2224 -0.1505
N -0.8061 5.7863 -0.2674
N -0.3115 3.8566 -0.7169
H 0.1829 5.8175 -0.4697
H -1.3918 6.5635 0.0031
H 0.5637 4.2105 -1.0761
H -0.6300 2.9376 -0.9889
C 0.8360 3.1513 2.8937
O 0.9817 4.3542 3.2533
N 1.7628 2.3231 2.6342
N -0.3690 2.6486 2.7829
H 1.5019 1.7857 1.8198
H 2.7156 2.6308 2.7671
H -1.1876 3.2202 2.9357
H -0.2693 1.6448 2.7331
C 0.1913 -3.7482 -4.2751
O -0.5338 -4.1867 -5.1746
N -0.3420 -2.9768 -3.3924
N 1.4523 -4.0240 -4.0537
H -1.3431 -2.9720 -3.2590
H 0.3491 -2.6069 -2.7554
H 1.9651 -3.4845 -3.3711
H 1.9470 -4.6322 -4.6905
C -2.4037 -3.7084 0.6228
O -3.5414 -4.1394 0.6321
N -1.5291 -3.8097 -0.3334
N -1.9638 -2.8237 1.4675
H -0.7106 -3.2216 -0.2669
H -1.6985 -4.1512 -1.2687
H -2.4705 -2.5566 2.2994
H -1.3237 -2.1470 1.0771
C 1.2832 -1.2940 4.0632
C 0.3458 -0.9764 5.2757
C -0.8859 -0.3204 4.8189
O 0.1463 -2.0477 6.1769
H 2.1870 -1.7594 4.4565
H 1.5438 -0.3007 3.6977
H 0.8162 -2.1180 3.5237
H 1.0531 -0.3148 5.7756
H -1.2434 -0.5036 3.8056
H -0.7467 0.7465 4.9933
H -1.7539 -0.5886 5.4212
H -0.2289 -1.7740 7.0171
C 0.3108 1.9208 -4.1555
C -0.8854 0.9780 -3.9386
C -2.0551 1.6275 -3.2534
O -1.2032 0.3649 -5.1477
H 1.1608 1.2703 -4.3617
H 0.6214 2.5020 -3.2873
H 0.0735 2.5318 -5.0264
H -0.4990 0.1980 -3.2825
H -1.8506 1.8746 -2.2117
H -2.9086 0.9510 -3.2064
H -2.2237 2.6584 -3.5646
H -1.6677 1.0524 -5.6307
C -3.7373 0.0321 2.9238
C -4.2670 0.6574 1.6810
C -3.1018 1.1312 0.7537
O -5.0922 -0.3518 1.0420
H -3.2227 -0.9128 2.7495
H -4.4754 -0.0827 3.7176
H -3.0916 0.7826 3.3798
H -4.8462 1.5391 1.9552
H -2.4353 1.8433 1.2402
H -3.3370 1.5164 -0.2385
H -2.4037 0.3390 0.4833
H -4.9027 -1.1366 1.5614
*
```

Löwdin atomic charge list, values in e, 8 entries: 0.215 -0.137 -0.182 -0.159 -0.172 -0.128 -0.143 -0.721